{"formula": "C39H58F13N3O14P", "method": "the ωB97M-V functional and the def2-TZVPD basis", "energy_ha": -4378.07496, "orbital_gap_ev": 6.282, "total_charge": -1, "e_lumo_ev": 1.6, "symbols": ["C", "C", "H", "C", "H", "F", "O", "H", "C", "H", "H", "O", "C", "O", "F", "H", "C", "F", "F", "H", "N", "C", "F", "C", "C", "H", "C", "N", "H", "O", "H", "H", "H", "O", "H", "C", "C", "F", "H", "C", "H", "O", "H", "C", "H", "C", "C", "H", "C", "O", "H", "H", "H", "H", "H", "H", "C", "O", "H", "C", "H", "O", "C", "F", "H", "H", "H", "H", "C", "C", "H", "H", "F", "H", "H", "H", "H", "O", "C", "F", "C", "C", "H", "H", "H", "H", "C", "H", "C", "F", "C", "O", "H", "H", "H", "H", "C", "F", "H", "C", "C", "C", "C", "P", "H", "H", "C", "C", "N", "H", "H", "H", "F", "H", "C", "H", "H", "H", "H", "H", "O", "C", "C", "O", "H", "F", "C", "O"], "xyz": [[-3.196, -5.424, -2.910], [12.628, 3.121, -5.173], [6.614, 6.765, -1.417], [-3.534, 0.944, 0.463], [0.423, 2.144, -1.657], [4.339, -0.764, 0.693], [9.499, 0.728, 0.170], [-8.090, 0.421, 0.539], [-9.356, -4.878, -2.799], [-5.081, 0.723, 1.944], [-9.286, -2.872, 6.729], [-10.277, -0.914, 3.520], [6.303, 6.172, -0.555], [-3.781, -3.081, -2.586], [2.880, -3.443, -0.965], [-10.171, -4.355, 6.375], [4.990, 6.712, -0.001], [0.139, -2.813, -0.301], [4.359, -3.855, 0.550], [8.453, -0.667, 1.283], [1.332, 3.836, 0.339], [1.341, -1.689, 1.386], [5.561, -2.002, -0.550], [6.653, 7.635, 1.286], [-2.731, -6.360, -1.798], [-2.329, 3.013, 2.462], [-1.895, -5.424, -0.931], [-0.761, 2.394, 4.433], [13.382, 4.817, -4.075], [-8.808, -2.538, 3.987], [-0.540, 0.001, -2.616], [8.278, 6.633, 0.287], [-7.376, -5.405, -2.034], [-2.518, -4.136, -1.066], [13.509, 3.051, -2.474], [9.184, 1.970, -0.258], [2.474, -2.779, 1.324], [-0.880, -1.266, 0.794], [-4.178, -5.678, -3.300], [-1.294, 3.143, 2.139], [-3.594, -6.716, -1.233], [10.020, 2.756, -0.605], [-11.576, -3.164, 4.737], [-8.346, -5.057, -1.670], [-9.268, -5.636, -3.575], [-9.768, -3.444, 5.936], [-9.048, -3.457, -3.267], [-1.054, 3.767, -0.184], [-8.522, -2.796, -2.005], [-8.174, -3.753, -1.104], [8.095, -0.653, -0.452], [4.444, 5.967, 0.581], [-0.939, 1.116, 0.976], [-7.222, 0.129, 2.663], [-11.267, -1.840, 5.887], [11.608, 4.712, -4.186], [12.530, 4.144, -4.052], [0.858, 2.659, 0.666], [-9.923, -2.928, -3.635], [12.490, 3.264, -2.803], [6.211, 0.644, 0.411], [5.374, 7.789, 0.878], [-5.966, 0.252, 0.018], [1.915, -3.994, 1.498], [-6.264, 0.884, -0.823], [-10.370, -4.923, -2.398], [7.310, 2.044, -1.280], [-7.812, -1.324, 2.312], [7.263, 6.419, 0.608], [-10.804, -2.571, 5.230], [-2.175, -7.229, -2.145], [-7.755, -3.850, 5.174], [1.141, -1.389, -1.947], [-7.530, -1.159, 0.106], [-1.256, 2.119, -2.064], [12.167, 1.106, -2.802], [7.211, 1.338, 1.682], [12.940, 3.308, -6.312], [-8.771, -3.711, 4.814], [3.819, -1.120, -1.384], [-0.449, 2.502, 3.195], [-9.979, -1.875, 4.161], [-3.403, 3.071, 0.570], [-9.053, -4.572, 4.203], [7.401, 3.127, 0.131], [-5.454, -0.605, -0.422], [-5.020, 1.056, 0.909], [-1.682, 2.811, 4.585], [3.462, -2.925, 0.123], [1.878, -0.511, 1.724], [-0.532, 1.716, -1.353], [-8.381, -1.633, -1.789], [-1.515, -0.204, -1.192], [4.329, 7.104, -0.769], [-1.034, 4.204, 2.102], [10.755, 2.048, -3.307], [-2.886, 2.278, 0.026], [0.624, -2.091, 2.474], [6.238, 5.133, -0.870], [11.845, 1.997, -3.333], [-7.253, -0.273, 0.676], [0.295, -1.560, 0.223], [7.206, 1.012, 0.642], [-1.020, 2.420, 0.356], [-0.861, -5.348, -1.275], [11.948, 3.693, -1.966], [-3.236, -4.075, -2.211], [0.617, -0.568, -0.958], [-7.064, -0.684, 2.079], [-3.122, 2.427, -1.029], [0.523, 2.092, 2.928], [-5.313, 2.109, 0.894], [1.627, 0.264, -0.623], [-2.963, 0.458, 1.253], [-0.562, 0.191, -1.542], [-1.896, -5.708, 0.118], [-3.554, 0.301, -0.420], [-8.691, -5.733, -0.891], [-2.478, -5.367, -3.730], [7.269, 5.594, 1.323], [7.168, 8.363, 2.083], [7.676, 2.151, -0.258], [8.294, -0.027, 0.419], [12.266, 1.902, -4.710], [-8.259, -3.432, -4.019], [3.259, -2.544, 2.404], [4.293, -1.658, -0.284], [2.436, 3.787, -0.140]]}